# 1
67
Properties=species:S:1:pos:R:3:lowdin_charge:R:1 method="wB97M-V/def2-TZVPD" e_tot_ha=-6332.624921 largest_force_ev_per_a=3.84 charge=+3 e_homo_ev="-15.756 / -15.731" multiplicity=2 s_squared=0.77
Pd 0.62427 0.14528 0.12110 1.006
C 1.20713 0.06031 4.38579 0.016
C 1.68829 0.10806 3.08417 -0.094
N 0.68260 0.06872 2.21246 -0.062
N -0.47344 -0.01377 2.93439 0.050
C -0.16002 -0.01871 4.24690 0.011
B -1.80116 -0.12580 2.16200 -0.604
N -1.74166 -1.36585 1.22560 0.055
C -2.39754 -2.54738 1.23402 0.014
C -1.85977 -3.37085 0.27071 0.020
C -0.83169 -2.62185 -0.29505 -0.105
N -0.77091 -1.42930 0.28801 -0.026
N -2.01998 1.15712 1.33056 0.031
C -2.91560 2.16550 1.40592 0.007
C -2.53101 3.16549 0.54265 0.014
C -1.35072 2.69710 -0.03041 -0.115
N -1.04764 1.49517 0.45322 -0.046
N -3.08369 -0.30182 3.05884 -0.012
C -4.30682 -0.40830 2.63261 -0.112
C -5.17351 -0.52237 3.78621 0.039
C -4.26439 -0.46002 4.88370 -0.122
N -3.04202 -0.34731 4.48669 0.094
H 1.76950 0.07704 5.30160 0.127
H 2.70603 0.17310 2.73783 0.114
H -0.92312 -0.08485 4.99840 0.117
H -3.19462 -2.74913 1.92758 0.149
H -2.15816 -4.37425 0.02576 0.131
H -0.13641 -2.88971 -1.07460 0.122
H -3.75181 2.14175 2.08215 0.144
H -3.01941 4.10766 0.37181 0.128
H -0.70847 3.18638 -0.74427 0.111
H -4.57514 -0.40971 1.58763 0.136
H -6.24156 -0.66833 3.78241 0.107
H -4.48940 -0.51338 5.93826 0.129
C 2.89675 -1.07931 -3.41658 -0.124
C 1.39470 -0.88641 -3.54582 -0.344
As 0.59064 0.32682 -2.25307 1.221
C 1.50308 2.02955 -2.57395 -0.386
C 1.15962 2.70705 -3.89594 -0.114
C -1.21197 0.65310 -2.90028 -0.367
C -2.13619 -0.55764 -2.88976 -0.125
H 3.24977 -1.70188 -4.23798 0.101
H 3.15470 -1.58578 -2.48985 0.044
H 3.44166 -0.13680 -3.47287 0.077
H 0.85997 -1.83668 -3.50943 0.080
H 1.12053 -0.39376 -4.48313 0.093
H 2.56912 1.80285 -2.52285 0.059
H 1.28282 2.68438 -1.72590 0.057
H 1.42753 2.08791 -4.75289 0.085
H 1.71816 3.63778 -3.98693 0.099
H 0.10180 2.95420 -3.97037 0.076
H -1.05912 1.01470 -3.91964 0.086
H -1.61889 1.47289 -2.31042 0.060
H -1.75202 -1.37123 -3.50661 0.080
H -3.10561 -0.27763 -3.29991 0.097
H -2.29796 -0.93828 -1.88088 0.049
Br 7.15044 -1.01306 0.00863 1.160
C 5.35731 -0.73358 0.00728 -0.630
C 4.46369 -1.83953 0.00535 -0.058
C 3.11658 -1.60693 0.00177 -0.082
C 2.59636 -0.28957 -0.01389 -0.244
C 3.49582 0.80239 0.02089 -0.087
C 4.84929 0.59617 0.02529 -0.045
H 4.86944 -2.84257 0.00890 0.134
H 2.43372 -2.44812 0.02192 0.120
H 3.12328 1.81989 0.05448 0.120
H 5.54680 1.42310 0.04977 0.134

---

# 2
74
Properties=species:S:1:pos:R:3:lowdin_charge:R:1 method="wB97M-V/def2-TZVPD" e_tot_ha=-5077.047384 largest_force_ev_per_a=0.52 charge=-1 e_homo_ev="-5.684 / -5.684" multiplicity=2 s_squared=0.75
Ba -2.76041 -0.33630 -0.76896 1.914
F -1.14240 -2.12818 0.29690 -0.412
As -1.81623 -2.34283 1.92662 0.722
F -2.54559 -2.43276 3.47373 -0.214
F -0.22437 -2.46633 2.56745 -0.220
F -1.74372 -0.57790 2.04516 -0.329
F -1.91787 -4.03412 1.67124 -0.213
F -3.40087 -2.11330 1.15862 -0.360
C 1.90516 -2.13759 -0.25866 -0.048
C 3.25503 -1.49325 -0.54526 -0.629
C 3.76204 -1.89739 -1.92209 -0.029
C 4.26549 -1.85756 0.53526 -0.022
O 3.14879 -0.05585 -0.58404 -0.138
Si 2.31728 0.98890 0.33416 -0.101
S 0.26004 1.12647 -0.28498 0.488
O 2.28298 0.45993 1.86039 -0.134
C 2.05684 1.08556 3.13911 -0.628
C 3.28758 1.91059 3.48340 -0.025
C 0.81230 1.95880 3.08368 -0.039
C 1.86834 -0.06212 4.12115 -0.019
O 2.97815 2.45793 0.21157 -0.138
C 3.38599 3.19982 -0.95834 -0.630
C 3.23483 4.66743 -0.59200 -0.026
C 4.83996 2.84247 -1.23842 -0.024
C 2.50295 2.85156 -2.15026 -0.056
H 2.00492 -3.22380 -0.26299 0.099
H 1.17564 -1.85599 -1.01709 0.073
H 1.52344 -1.84211 0.71888 0.064
H 3.90247 -2.97740 -1.97321 0.087
H 4.71479 -1.40919 -2.13090 0.085
H 3.04558 -1.60167 -2.68864 0.089
H 4.42973 -2.93594 0.54836 0.089
H 3.89974 -1.54611 1.51290 0.077
H 5.21665 -1.36011 0.34075 0.089
H 3.42711 2.71239 2.75733 0.078
H 4.17481 1.27657 3.47916 0.090
H 3.17538 2.34690 4.47681 0.088
H 0.93558 2.76544 2.35942 0.078
H 0.62725 2.40194 4.06360 0.093
H -0.05627 1.36326 2.80546 0.068
H 2.75596 -0.69604 4.13353 0.087
H 1.01308 -0.66788 3.83611 0.072
H 1.70424 0.32687 5.12772 0.090
H 3.83886 4.89887 0.28619 0.084
H 2.19204 4.89455 -0.37323 0.087
H 3.55445 5.29904 -1.42060 0.090
H 5.45624 3.07247 -0.36904 0.088
H 5.21006 3.41177 -2.09211 0.088
H 4.92973 1.77833 -1.45743 0.078
H 1.45733 3.08109 -1.93768 0.045
H 2.60502 1.79445 -2.40941 0.078
H 2.77963 3.44661 -3.02127 0.096
N -2.87137 2.17883 -1.86625 -0.049
C -2.64119 3.19405 -2.38044 -0.242
C -2.34685 4.39100 -3.00919 -0.299
C -1.04653 4.92107 -2.90299 -0.250
N 0.02554 5.34079 -2.80296 0.121
C -3.33108 5.07555 -3.75123 -0.261
N -4.12753 5.64498 -4.36230 0.107
O -3.47103 -2.57334 -2.24252 -0.104
C -4.60576 -2.43670 -1.76591 -0.568
N -5.12423 -1.24206 -1.40321 -0.074
C -6.32097 -1.46092 -0.73569 -0.456
O -6.99821 -0.61627 -0.19784 0.082
C -6.60946 -2.93980 -0.76306 -0.092
C -7.65479 -3.67822 -0.25275 -0.004
C -7.60325 -5.06054 -0.41902 -0.080
C -6.53152 -5.66622 -1.06537 -0.080
C -5.47491 -4.90952 -1.56781 -0.001
C -5.54631 -3.54240 -1.40504 -0.097
H -8.47623 -3.19585 0.25929 0.117
H -8.40555 -5.67711 -0.03396 0.098
H -6.51617 -6.74375 -1.17167 0.098
H -4.62832 -5.37185 -2.05810 0.117

---

# 3
78
Properties=species:S:1:pos:R:3:lowdin_charge:R:1 method="wB97M-V/def2-TZVPD" e_tot_ha=-8150.282784 largest_force_ev_per_a=4.49 charge=0 e_homo_ev=-8.361 smiles="NC[Si@H](CC[C@@](F)(Br)C(F)(F)Br)COc1ccccc1.CCOC(=O)C(F)(F)F.CCOC(=O)C(F)(F)F.CCOC(=O)C(F)(F)F"
N -0.52286 -4.53189 1.72798 -0.066
C -0.31663 -3.51374 0.62512 -0.355
Si 1.33898 -2.57027 0.96493 0.705
C 1.26776 -0.70653 0.41610 -0.323
C -0.09888 -0.01179 0.90035 -0.203
C 0.01990 0.88301 2.22572 -0.717
F -1.18269 0.60949 3.00557 -0.111
Br 1.54827 0.45249 3.40393 0.777
C -0.08131 2.47382 1.88002 -0.718
F -1.34510 2.74980 1.24785 -0.037
F 1.01039 2.93934 1.10029 -0.014
Br -0.18351 3.43748 3.64545 0.732
C 2.70215 -3.56846 -0.01137 -0.271
O 3.96686 -3.65636 0.69759 -0.166
C 4.75375 -2.48487 0.57483 -0.196
C 6.01098 -2.40713 1.52486 0.001
C 7.01961 -1.24097 1.51759 -0.072
C 6.79543 -0.04940 0.51625 -0.085
C 5.54575 -0.10880 -0.42853 -0.066
C 4.53805 -1.31118 -0.40837 -0.034
H -1.07694 -4.06257 2.45831 0.064
H 0.43908 -4.72367 2.07697 0.024
H -0.17600 -4.11098 -0.36031 0.085
H -1.21522 -2.83077 0.45921 0.074
H 1.59315 -2.55853 2.40507 -0.010
H 1.21352 -0.74926 -0.74336 0.090
H 2.21941 -0.12749 0.66057 0.054
H -0.42436 0.69888 0.04559 0.128
H -0.96541 -0.73713 1.04886 0.106
H 2.78635 -3.24221 -1.10835 0.098
H 2.28509 -4.65069 -0.04805 0.108
H 6.20230 -3.27260 2.26024 0.100
H 7.94794 -1.18085 2.17169 0.085
H 7.53739 0.83167 0.48541 0.085
H 5.43314 0.76478 -1.16702 0.087
H 3.64340 -1.32916 -1.13440 0.082
C 0.67674 -3.88738 7.92087 -0.061
C 0.35973 -5.03903 6.98639 -0.204
O 1.02270 -4.86713 5.72404 0.017
C 2.32092 -5.23497 5.68347 -0.364
O 2.92888 -5.68100 6.62210 0.169
C 2.88478 -5.04528 4.27820 -0.505
F 2.53927 -3.85637 3.73782 0.098
F 2.44044 -5.99479 3.42519 0.154
F 4.22825 -5.10181 4.24253 0.161
H 0.43414 -2.93236 7.44825 0.083
H 0.11073 -3.97805 8.84995 0.084
H 1.74118 -3.86057 8.16572 0.078
H -0.71250 -5.05666 6.77807 0.126
H 0.61676 -6.00384 7.43198 0.127
C -0.34823 4.79981 -0.51342 -0.071
C -0.57315 6.22493 -0.98070 -0.189
O -0.79010 6.26726 -2.40043 0.025
C -2.03817 5.96921 -2.81617 -0.367
O -2.94644 5.67635 -2.08096 0.163
C -2.14035 6.09862 -4.33337 -0.507
F -1.10010 5.52434 -4.97397 0.155
F -2.16307 7.38963 -4.72782 0.159
F -3.25398 5.52784 -4.83112 0.144
H 0.46724 4.33649 -1.07427 0.091
H -0.10635 4.77782 0.54794 0.059
H -1.23670 4.18719 -0.67849 0.075
H 0.32080 6.82056 -0.78177 0.128
H -1.40105 6.69946 -0.44680 0.129
C -4.72347 2.65314 -5.02273 -0.059
C -6.21741 2.43907 -5.17117 -0.200
O -6.62151 2.60277 -6.53954 0.023
C -6.42248 1.53885 -7.34534 -0.367
O -5.93637 0.49725 -6.98546 0.163
C -6.93797 1.83089 -8.75194 -0.512
F -6.56309 3.04890 -9.19736 0.154
F -8.28716 1.80216 -8.80718 0.155
F -6.49908 0.94189 -9.66202 0.157
H -4.43317 3.62312 -5.43023 0.065
H -4.42974 2.60678 -3.97216 0.086
H -4.16054 1.89518 -5.57293 0.080
H -6.75430 3.19425 -4.59256 0.127
H -6.52585 1.46201 -4.78919 0.126